Entry 1:
120
Properties=species:S:1:pos:R:3:lowdin_charge:R:1 method="wB97M-V/def2-TZVPD" de_lowest_kcal_mol=361.1
H 0.560 2.695 -1.604 -0.06
H 1.827 1.898 -1.525 0.09
O 1.020 2.179 -1.047 -0.02
H 2.390 -3.038 -1.731 -0.01
H 0.998 -3.587 -1.729 0.02
O 1.819 -3.518 -1.141 -0.07
H -4.319 1.922 2.500 0.03
H -2.955 2.518 1.730 0.08
O -3.951 2.255 1.668 -0.11
H 5.016 -0.232 0.622 -0.04
H 4.866 -1.335 -0.587 0.02
O 5.454 -0.773 0.006 -0.08
H -0.638 -4.475 -1.389 -0.03
H -0.760 -5.052 -0.114 0.10
O -1.216 -4.332 -0.691 -0.05
H 0.001 1.047 -3.591 0.10
O -0.546 1.898 -3.414 -0.10
H -2.641 -4.121 0.589 -0.01
O -3.515 -3.853 0.799 0.01
H -2.640 3.472 -3.693 -0.03
H -1.552 3.440 -4.606 0.01
O -1.887 3.960 -3.916 0.00
H 1.195 -0.675 -5.065 0.05
H -0.015 -1.404 -5.456 -0.01
O 0.484 -1.167 -4.679 -0.04
H -1.636 2.698 -1.751 0.05
H -2.783 2.264 -0.599 0.10
O -1.840 2.169 -0.941 -0.09
H 1.988 4.452 0.932 -0.01
H 1.925 5.972 1.336 0.07
O 2.383 5.137 1.446 -0.04
H 1.356 1.960 1.494 0.01
O 1.845 2.618 1.927 -0.05
H -2.199 0.497 0.393 -0.01
H -2.735 0.198 1.806 0.05
O -2.886 -0.003 0.865 -0.07
H -0.567 3.654 -0.423 0.02
H 0.421 4.619 0.526 0.01
O -0.463 4.473 0.131 -0.06
H -5.101 -0.993 1.801 0.03
H -6.243 -1.784 1.775 0.01
O -5.648 -1.500 2.397 0.00
H 4.320 3.225 -1.059 0.04
H 5.006 3.611 -2.428 -0.06
O 4.613 3.040 -1.935 0.05
H -4.819 1.978 -2.275 0.01
H -3.338 1.451 -2.002 0.08
O -3.922 2.107 -2.601 -0.11
H 2.446 -1.808 2.956 0.08
H 1.992 -0.461 3.160 -0.05
O 2.108 -1.003 2.414 -0.06
H 2.396 2.922 -3.891 0.01
O 1.967 3.534 -3.329 -0.06
H 0.967 1.931 4.069 0.03
H 0.278 0.465 4.339 0.07
O 1.075 1.032 4.432 -0.06
H 6.185 -1.400 2.416 0.12
O 5.273 -0.935 2.733 -0.17
H -2.357 -1.004 -3.247 -0.09
H -3.059 -0.211 -4.249 0.04
O -2.273 -0.604 -3.990 0.08
H 2.630 -4.952 -3.054 -0.01
H 2.023 -4.181 -4.255 -0.10
O 2.672 -4.568 -3.867 0.05
H -2.990 -1.632 -0.823 0.06
H -4.250 -2.614 -0.799 0.03
O -3.937 -1.791 -1.200 -0.10
H 1.990 -6.183 -0.637 0.00
H 1.276 -5.779 0.673 0.06
O 1.348 -6.490 -0.022 -0.06
H -4.454 -2.298 3.764 0.06
H -3.167 -2.951 3.029 0.06
O -3.437 -2.345 3.831 -0.12
H 4.560 -2.130 -4.434 0.08
H 2.967 -2.362 -4.747 -0.01
O 3.631 -1.847 -4.336 -0.05
H 3.593 -0.578 -2.384 0.16
H 3.241 -1.082 -0.846 0.01
O 3.644 -1.346 -1.632 -0.08
H -3.193 -0.897 6.207 0.01
H -2.771 -0.127 5.062 0.00
O -2.421 -0.523 5.857 -0.03
H 0.448 -0.360 0.107 0.06
H 0.092 1.268 0.000 -0.07
O 0.192 0.493 0.469 -0.04
H 2.827 -2.105 5.255 -0.02
H 1.945 -0.975 5.626 0.00
O 2.139 -1.880 5.798 0.01
H -5.787 0.999 -0.583 -0.01
O -5.594 0.590 -1.380 -0.09
H -1.880 -2.432 -6.119 -0.06
H -1.334 -1.172 -6.630 0.10
O -1.186 -2.137 -6.489 0.05
H 1.003 3.166 -3.448 0.06
H -1.425 1.549 -3.232 0.02
H 5.100 -0.132 2.075 0.05
H -3.695 -3.580 1.652 -0.04
H 2.791 2.673 2.149 0.05
H -5.184 -0.393 -1.201 0.10
O -2.877 2.621 4.170 -0.07
H -2.580 1.975 4.825 0.02
H -2.215 3.325 4.406 0.07
O 0.538 -3.552 -3.500 -0.08
H 0.427 -2.558 -3.446 0.06
H -0.213 -3.662 -4.090 0.08
O 2.691 4.629 4.302 -0.09
H 2.417 3.735 3.963 -0.01
H 2.173 5.284 3.685 0.09
O -0.097 4.168 2.722 -0.08
H -0.003 3.577 1.938 0.02
H 0.863 4.082 2.822 -0.03
O -1.129 -0.826 -1.261 0.01
H -0.780 0.033 -1.189 -0.01
H -1.125 -0.984 -2.171 -0.01
O -0.125 -3.692 2.520 -0.06
H -0.786 -3.309 3.115 0.03
H 0.753 -3.555 2.923 0.04
O 4.121 1.757 3.362 -0.05
H 4.916 1.681 3.840 0.03
H 3.530 2.520 3.726 0.06



Entry 2:
17
Properties=species:S:1:pos:R:3:lowdin_charge:R:1 method="wB97M-V/def2-TZVPD" smiles="C#C[C@H]1C=C[P@@](=O)(OC)S1" de_lowest_kcal_mol=110.2
C 2.159 0.522 -1.614 0.11
C 2.234 0.350 -0.419 -0.18
C 1.085 1.308 1.419 -0.24
C -0.217 1.121 1.558 -0.16
C 2.032 0.282 1.054 -0.84
C -1.420 -1.354 -1.468 -0.11
O -1.992 -1.086 1.594 -0.33
O -0.623 -0.482 -0.690 -0.34
P -0.748 -0.521 0.990 0.70
S 1.651 -1.324 1.595 0.70
H 2.508 0.352 -2.613 0.04
H 1.478 2.244 1.737 0.11
H -0.978 1.746 2.154 0.13
H 2.967 0.755 1.571 0.15
H -1.254 -0.985 -2.485 0.10
H -2.390 -1.264 -1.080 0.05
H -1.120 -2.435 -1.335 0.11



Entry 3:
12
Properties=species:S:1:pos:R:3:lowdin_charge:R:1 method="wB97M-V/def2-TZVPD" smiles="NC1=CCNO1" de_lowest_kcal_mol=111.3
C 1.498 -0.298 -0.233 -0.08
N 0.896 1.317 -0.666 -0.01
C -0.768 0.019 0.209 -0.43
N -2.063 -0.252 0.516 0.14
C 0.260 -0.870 0.200 -0.12
O -0.484 1.278 -0.219 -0.07
H 1.353 2.198 -0.882 0.08
H -2.268 -1.194 0.818 0.11
H -2.687 0.545 0.509 0.11
H 1.989 -0.818 -1.056 0.09
H 2.185 0.010 0.547 0.08
H 0.091 -1.936 0.258 0.10



Orbital gap, respectively: 0.3566, 0.3155, 0.3057 Eh.
E_LUMO, respectively: -0.79, -0.46, 1.08 eV.
Max |F|, respectively: 10.3, 4.2, 4.8 eV/Å.